[1]
{"formula": "C25H31FN2O10P2V", "method": "ωB97M-V/def2-TZVPD", "gap_ha": 0.057, "total_charge": 1, "symbols": ["C", "C", "O", "O", "C", "C", "C", "C", "C", "C", "C", "P", "O", "O", "O", "C", "F", "C", "C", "N", "C", "C", "C", "O", "C", "C", "C", "C", "C", "N", "C", "C", "P", "O", "C", "C", "C", "O", "H", "H", "H", "H", "H", "H", "H", "H", "H", "H", "H", "H", "H", "H", "H", "H", "H", "H", "H", "H", "H", "H", "H", "H", "H", "H", "H", "H", "H", "H", "H", "O", "V", "O"], "coordinates": [[-4.25, 4.38, -1.44], [-5.33, 3.17, -1.15], [-6.63, 3.54, -1.07], [-4.98, 1.76, -0.91], [-4.24, 1.17, -2.04], [-3.34, -0.10, -1.44], [-2.10, 0.48, -0.55], [-2.38, 0.45, 1.09], [-1.28, -0.65, 1.70], [-1.84, -2.01, 2.43], [-3.43, -2.40, 2.66], [-4.08, -3.75, 1.46], [-5.13, -3.05, 0.46], [-2.83, -4.62, 0.61], [-5.05, -4.93, 2.37], [-0.73, -3.10, 3.01], [-1.23, -4.35, 3.70], [0.88, -2.76, 2.81], [1.92, -3.93, 3.39], [2.69, -4.58, 2.25], [1.47, -1.39, 2.11], [0.34, -0.29, 1.55], [0.93, 1.08, 0.87], [0.33, 2.29, 1.00], [2.35, 1.02, 0.04], [2.71, 1.99, -1.23], [1.67, 3.18, -1.79], [2.14, 4.56, -0.97], [3.35, 5.35, -1.79], [4.73, 5.13, -1.20], [4.14, 1.86, -2.03], [5.25, 0.74, -1.52], [6.92, 0.72, -2.50], [8.10, -0.01, -1.75], [4.89, -0.21, -0.24], [3.46, -0.11, 0.57], [3.07, -1.03, 1.90], [4.04, -1.41, 2.75], [-3.49, 4.48, -0.53], [-4.83, 5.39, -1.61], [-3.58, 4.12, -2.39], [-3.45, 1.89, -2.54], [-4.93, 0.69, -2.88], [-2.85, -0.62, -2.40], [-4.00, -0.91, -0.90], [-1.15, -0.21, -0.81], [-1.76, 1.58, -0.86], [-3.50, 0.16, 1.32], [-2.17, 1.55, 1.49], [-4.07, -1.43, 2.70], [-3.49, -2.88, 3.75], [-3.22, -5.35, 0.05], [-6.00, -4.73, 2.15], [2.70, -3.46, 4.12], [1.31, -4.76, 3.98], [3.67, -4.69, 2.64], [2.70, -3.98, 1.39], [1.91, 3.33, -2.95], [0.54, 2.92, -1.62], [2.65, 4.19, 0.05], [1.24, 5.25, -0.69], [3.12, 6.51, -1.66], [3.31, 5.01, -2.92], [4.80, 4.24, -0.65], [5.48, 5.15, -1.92], [4.37, 2.57, -2.96], [7.31, 2.13, -2.63], [6.70, 0.26, -3.86], [5.69, -0.98, 0.14], [-3.89, -6.81, -1.05], [-3.83, -8.53, -0.71], [-3.77, -10.25, -0.37]], "mulliken_charge": [-0.70, 0.55, -0.53, -0.21, -0.37, -0.70, -0.08, -0.55, 0.05, 0.10, -0.90, 0.97, -0.66, -0.42, -0.54, 0.00, -0.33, -0.13, -0.55, -0.55, 0.34, 0.26, 0.55, -0.53, 0.49, 0.06, -0.39, -0.59, -0.33, -0.60, -0.63, 0.16, 0.34, -0.61, -0.72, 0.26, 0.41, -0.47, 0.21, 0.27, 0.25, 0.21, 0.31, 0.32, 0.21, 0.36, -0.07, 0.28, 0.35, 0.44, 0.43, 0.34, 0.35, 0.32, 0.29, 0.32, 0.29, 0.47, -0.10, 0.31, 0.36, 0.27, 0.19, 0.22, 0.26, 0.22, 0.11, 0.14, 0.41, -0.84, 1.71, -0.64]}

=====

[2]
{"formula": "C25H31IrN3O2PS", "method": "ωB97M-V/def2-TZVPD", "s_squared": 0.756, "gap_ha": [0.198, 0.199], "total_charge": 3, "multiplicity": 2, "symbols": ["Ir", "N", "C", "C", "C", "C", "C", "C", "P", "C", "C", "C", "C", "C", "C", "C", "C", "C", "C", "C", "C", "H", "H", "H", "H", "H", "H", "H", "H", "H", "H", "H", "H", "H", "H", "H", "H", "C", "O", "C", "O", "H", "H", "H", "C", "C", "N", "C", "S", "N", "C", "C", "H", "H", "H", "H", "H", "H", "H", "H", "H", "H", "H", "H"], "coordinates": [[-0.17, -0.21, -0.79], [-2.13, -0.24, 0.35], [-2.10, 0.42, 1.65], [-3.23, 0.39, 2.47], [-3.23, 1.05, 3.68], [-2.11, 1.75, 4.10], [-0.98, 1.78, 3.30], [-0.98, 1.11, 2.07], [0.47, 1.26, 0.99], [0.95, 2.99, 1.06], [2.06, 3.42, 1.79], [2.36, 4.77, 1.85], [1.58, 5.69, 1.14], [0.48, 5.26, 0.41], [0.16, 3.91, 0.36], [1.85, 0.29, 1.65], [3.05, 0.44, 0.99], [4.18, -0.31, 1.35], [4.12, -1.19, 2.45], [2.96, -1.39, 3.11], [1.66, -0.80, 2.66], [-2.28, -1.23, 0.49], [-2.94, 0.11, -0.17], [-4.11, -0.15, 2.14], [-4.13, 1.04, 4.29], [-2.12, 2.29, 5.04], [-0.10, 2.33, 3.62], [2.66, 2.72, 2.35], [3.19, 5.12, 2.44], [1.85, 6.73, 1.15], [-0.13, 5.97, -0.13], [-0.69, 3.57, -0.22], [3.13, 1.18, 0.20], [5.11, -0.17, 0.82], [5.02, -1.68, 2.79], [2.96, -1.97, 4.02], [1.11, -0.43, 3.53], [0.77, -3.26, 4.08], [0.38, -2.93, 2.73], [0.73, -1.89, 2.04], [0.27, -1.77, 0.92], [0.09, -4.05, 4.39], [0.67, -2.40, 4.75], [1.78, -3.65, 4.10], [-2.40, -4.14, -5.38], [-2.71, -3.43, -4.06], [-1.50, -2.98, -3.36], [-0.87, -1.84, -3.56], [0.56, -1.55, -2.55], [-1.27, -0.97, -4.47], [-0.71, 0.37, -4.70], [0.61, 0.36, -5.46], [-3.34, -4.47, -5.83], [-1.78, -5.02, -5.21], [-1.89, -3.49, -6.09], [-3.22, -4.12, -3.39], [-3.36, -2.57, -4.22], [-1.06, -3.65, -2.75], [-2.00, -1.26, -5.11], [-0.59, 0.86, -3.73], [-1.45, 0.93, -5.27], [1.38, -0.19, -4.92], [0.96, 1.38, -5.61], [0.49, -0.10, -6.44]], "mulliken_spin": [1.03, 0.02, 0.00, 0.00, 0.00, 0.00, 0.00, -0.02, -0.02, -0.01, 0.00, 0.00, 0.00, 0.00, 0.00, 0.01, -0.01, 0.00, 0.00, 0.00, -0.01, 0.00, 0.00, 0.00, 0.00, 0.00, 0.00, 0.00, 0.00, 0.00, 0.00, 0.00, 0.00, 0.00, 0.00, 0.00, 0.00, 0.00, 0.00, 0.00, 0.03, 0.00, 0.00, 0.00, 0.00, 0.00, 0.00, 0.02, -0.04, 0.00, -0.01, 0.00, 0.00, 0.00, 0.00, 0.00, 0.00, 0.00, 0.00, 0.01, 0.00, 0.00, 0.00, 0.00]}

=====

[3]
{"formula": "C25H31MoN4O4SeTe", "method": "ωB97M-V/def2-TZVPD", "s_squared": 0.760, "gap_ha": [0.230, 0.210], "total_charge": 0, "multiplicity": 2, "symbols": ["Mo", "N", "C", "C", "O", "N", "C", "C", "O", "O", "H", "H", "H", "H", "H", "H", "Se", "C", "N", "C", "C", "O", "N", "Te", "C", "C", "C", "C", "C", "C", "C", "C", "C", "C", "C", "C", "C", "C", "C", "C", "C", "C", "H", "H", "H", "H", "H", "H", "H", "H", "H", "H", "H", "H", "H", "H", "H", "H", "H", "H", "H", "H", "H", "H", "H", "H", "H"], "coordinates": [[-0.91, -3.01, 0.75], [-0.42, -5.07, 1.46], [-1.57, -5.98, 1.24], [-2.88, -5.19, 1.32], [-3.94, -5.74, 1.47], [-2.69, -3.84, 1.17], [-3.87, -2.99, 1.17], [-3.41, -1.55, 0.99], [-4.15, -0.61, 1.06], [-2.10, -1.44, 0.73], [0.42, -5.41, 1.00], [-0.18, -5.03, 2.44], [-1.59, -6.80, 1.95], [-1.50, -6.40, 0.24], [-4.44, -3.09, 2.09], [-4.54, -3.25, 0.35], [0.80, -2.08, 2.37], [1.87, -3.58, 2.23], [2.51, -4.54, 2.10], [0.85, -4.53, -2.44], [0.39, -3.15, -2.08], [0.52, -2.18, -2.77], [-0.22, -3.08, -0.81], [-1.24, 1.08, -0.77], [-0.33, 2.73, -1.76], [0.17, 2.58, -3.06], [0.17, 1.29, -3.84], [0.72, 3.69, -3.70], [0.80, 4.93, -3.09], [1.41, 6.11, -3.79], [0.29, 5.05, -1.80], [-0.28, 3.98, -1.13], [-0.83, 4.23, 0.25], [0.14, 1.06, 0.85], [-0.30, 1.31, 2.16], [-1.74, 1.48, 2.55], [0.65, 1.42, 3.18], [2.01, 1.29, 2.94], [3.02, 1.42, 4.05], [2.41, 1.00, 1.64], [1.51, 0.87, 0.60], [2.04, 0.50, -0.76], [1.34, -4.51, -3.41], [-0.02, -5.20, -2.49], [1.53, -4.91, -1.68], [-0.18, 0.44, -3.25], [1.18, 1.06, -4.18], [-0.46, 1.38, -4.72], [1.11, 3.57, -4.71], [1.77, 5.84, -4.78], [2.24, 6.52, -3.22], [0.67, 6.91, -3.91], [0.34, 6.02, -1.31], [-0.86, 5.29, 0.46], [-0.22, 3.74, 1.01], [-1.84, 3.82, 0.35], [-2.38, 1.71, 1.70], [-1.84, 2.27, 3.30], [-2.14, 0.56, 2.99], [0.31, 1.62, 4.19], [2.54, 1.63, 5.00], [3.73, 2.21, 3.84], [3.59, 0.49, 4.16], [3.47, 0.86, 1.43], [3.06, 0.11, -0.67], [2.07, 1.36, -1.42], [1.42, -0.26, -1.24]], "mulliken_spin": [1.04, -0.01, -0.01, 0.00, 0.00, -0.02, 0.00, 0.01, 0.01, 0.03, 0.00, 0.00, 0.00, 0.00, 0.00, 0.00, -0.01, 0.01, 0.00, 0.00, 0.00, -0.01, -0.05, 0.00, 0.00, 0.00, 0.00, 0.00, 0.00, 0.00, 0.00, 0.00, 0.00, 0.00, 0.00, 0.00, 0.00, 0.00, 0.00, 0.00, 0.00, 0.00, 0.00, 0.00, 0.00, 0.00, 0.00, 0.00, 0.00, 0.00, 0.00, 0.00, 0.00, 0.00, 0.00, 0.00, 0.00, 0.00, 0.00, 0.00, 0.00, 0.00, 0.00, 0.00, 0.00, 0.00, 0.00]}